[1]
Here is C64H69BrO4P2RbSi as an isolated structure in a non-equilibrium geometry from OMol25. Energies are from ωB97M-V/def2-TZVPD.

```
142
Properties=species:S:1:pos:R:3:lowdin_charge:R:1
Rb -0.313 -0.333 0.225 0.94
C 0.708 2.195 3.153 -0.30
C 0.807 2.498 1.654 -0.36
P -0.451 3.831 1.276 1.10
C -0.033 4.325 -0.438 -0.38
C 0.697 3.543 -1.322 -0.09
C 0.938 3.981 -2.618 -0.07
C 0.444 5.201 -3.045 -0.09
C -0.296 5.988 -2.171 -0.09
C -0.534 5.551 -0.879 -0.10
C 0.545 5.204 2.086 -0.37
C 1.833 5.563 1.686 -0.09
C 2.524 6.575 2.333 -0.09
C 1.932 7.262 3.386 -0.11
C 0.647 6.931 3.784 -0.10
C -0.036 5.908 3.136 -0.12
C -0.549 1.358 3.468 -0.35
P -0.066 -0.432 3.601 1.07
C 0.611 -0.359 5.322 -0.37
C 1.976 -0.549 5.513 -0.11
C 2.544 -0.437 6.776 -0.09
C 1.746 -0.137 7.868 -0.10
C 0.380 0.056 7.690 -0.08
C -0.180 -0.051 6.429 -0.09
C -1.682 -1.247 3.909 -0.37
C -1.726 -2.385 4.718 -0.11
C -2.916 -3.065 4.918 -0.09
C -4.079 -2.624 4.302 -0.10
C -4.039 -1.516 3.472 -0.08
C -2.847 -0.836 3.265 -0.07
H 0.690 3.137 3.707 0.09
H 1.606 1.659 3.479 0.09
H 0.637 1.560 1.095 -0.02
H 1.793 2.889 1.400 0.07
H 1.068 2.578 -1.006 0.07
H 1.500 3.353 -3.300 0.11
H 0.616 5.532 -4.062 0.10
H -0.699 6.938 -2.503 0.10
H -1.116 6.161 -0.196 0.10
H 2.293 5.055 0.845 0.10
H 3.526 6.837 2.013 0.10
H 2.475 8.053 3.890 0.09
H 0.175 7.473 4.595 0.10
H -1.041 5.642 3.447 0.09
H -1.275 1.478 2.660 0.04
H -1.024 1.667 4.399 0.08
H 2.599 -0.788 4.658 0.09
H 3.608 -0.588 6.909 0.10
H 2.183 -0.053 8.855 0.10
H -0.248 0.290 8.541 0.10
H -1.246 0.100 6.302 0.11
H -0.821 -2.733 5.203 0.10
H -2.936 -3.944 5.551 0.10
H -5.009 -3.159 4.452 0.10
H -4.937 -1.188 2.965 0.10
H -2.834 0.009 2.586 0.10
C -4.355 -4.361 0.922 -0.10
C -4.568 -3.551 -0.362 -0.59
C -5.355 -2.282 -0.003 -0.10
C -5.391 -4.360 -1.368 -0.09
Si -2.862 -2.954 -1.023 0.38
O -2.140 -1.982 -0.030 -0.55
C -1.709 -4.423 -1.462 -0.20
C -0.410 -4.074 -1.846 -0.11
C 0.537 -5.026 -2.192 -0.10
C 0.206 -6.375 -2.162 -0.11
C -1.075 -6.751 -1.785 -0.10
C -2.012 -5.783 -1.440 -0.09
C -3.259 -2.220 -2.747 -0.20
C -3.011 -2.900 -3.943 -0.10
C -3.359 -2.357 -5.174 -0.10
C -3.975 -1.114 -5.237 -0.10
C -4.226 -0.418 -4.064 -0.09
C -3.863 -0.963 -2.841 -0.10
H -5.315 -4.616 1.392 0.08
H -3.764 -3.783 1.637 0.06
H -3.818 -5.294 0.728 0.06
H -6.263 -2.531 0.562 0.08
H -5.657 -1.746 -0.905 0.07
H -4.738 -1.609 0.597 0.06
H -6.381 -4.596 -0.954 0.08
H -4.908 -5.304 -1.631 0.06
H -5.538 -3.795 -2.291 0.07
H -0.146 -3.020 -1.878 0.10
H 1.534 -4.724 -2.495 0.09
H 0.940 -7.125 -2.433 0.09
H -1.346 -7.800 -1.767 0.09
H -3.004 -6.110 -1.150 0.08
H -2.538 -3.876 -3.913 0.09
H -3.150 -2.902 -6.088 0.09
H -4.240 -0.685 -6.196 0.09
H -4.681 0.565 -4.105 0.10
H -4.021 -0.385 -1.936 0.09
O -1.818 1.820 0.215 -0.26
C -2.207 1.544 -0.912 -0.26
C 3.571 -2.901 2.087 -0.14
C 2.282 -3.497 2.690 -0.15
C 1.251 -3.225 1.598 -0.21
O 1.651 -1.974 1.059 -0.32
C 3.057 -2.052 0.904 -0.20
H 4.250 -3.678 1.737 0.10
H 4.108 -2.290 2.813 0.10
H 1.999 -2.957 3.595 0.08
H 2.375 -4.555 2.930 0.11
H 0.226 -3.136 1.959 0.11
H 1.288 -4.002 0.822 0.13
H 3.452 -1.037 0.889 0.11
H 3.304 -2.538 -0.050 0.12
C 7.577 1.965 -4.272 -0.05
C 6.277 1.528 -3.661 -0.25
C 5.866 1.998 -2.422 -0.01
C 4.670 1.601 -1.845 -0.17
C 4.286 2.182 -0.512 -0.02
C 3.844 0.686 -2.537 -0.09
C 2.581 0.212 -1.992 -0.18
O 2.090 0.503 -0.919 -0.08
C 4.248 0.210 -3.805 -0.19
C 3.397 -0.744 -4.609 -0.04
C 5.450 0.635 -4.337 -0.01
H 8.098 2.670 -3.626 0.07
H 7.405 2.444 -5.237 0.08
H 8.229 1.106 -4.442 0.08
H 6.497 2.702 -1.890 0.11
H 5.103 2.785 -0.115 0.08
H 4.031 1.404 0.205 0.08
H 3.403 2.815 -0.617 0.07
H 2.031 -0.492 -2.636 0.12
H 3.251 -1.690 -4.085 0.09
H 3.878 -0.959 -5.561 0.08
H 2.413 -0.322 -4.817 0.09
H 5.759 0.270 -5.311 0.12
Br -1.835 2.410 -6.934 0.62
C -1.901 2.167 -5.041 -0.73
C -2.645 3.047 -4.258 -0.17
C -2.693 2.887 -2.894 -0.06
C -1.965 1.836 -2.247 -0.26
C -1.268 0.917 -3.096 -0.08
C -1.229 1.099 -4.458 -0.17
H -3.183 3.862 -4.726 0.09
H -3.273 3.572 -2.288 0.11
H -0.790 0.047 -2.659 0.08
H -0.701 0.395 -5.089 0.10
```

Output
LUMO (eV): 1.447
DFT total energy (eV): -172833.3308
Energy relative to the best compared isomer or geometry (same formula, charge and spin) (kJ/mol): 17.41
Net charge: -1
Max |F| (eV/A): 1.605
Frontier orbital gap (eV): 3.84



[2]
Here is a 8-piece molecular cluster, C64H71N9O20S3 overall in a non-equilibrium geometry from OMol25. Energies are from ωB97M-V/def2-TZVPD.

```
167
Properties=species:S:1:pos:R:3:lowdin_charge:R:1
C 2.751 -4.660 2.692 -0.13
C 3.859 -4.689 3.821 -0.25
C 4.361 -3.239 4.253 -0.21
C 5.538 -2.849 3.286 -0.21
C 6.055 -1.351 3.478 -0.18
C 5.996 -0.670 2.027 -0.19
C 6.084 0.897 2.255 -0.10
C 5.271 1.742 1.160 -0.36
C 4.878 0.975 -0.173 0.01
O 6.358 2.610 0.635 -0.22
S 6.601 3.856 1.711 0.71
O 7.805 3.823 2.520 -0.25
O 6.641 5.107 0.956 -0.27
O 5.139 3.698 2.475 -0.20
C 4.251 2.820 1.670 -0.34
C 3.709 3.883 0.608 -0.09
C 2.510 3.347 -0.273 -0.14
C 1.102 3.926 0.135 -0.17
O 0.042 3.277 -0.645 -0.08
C -1.108 3.366 0.180 -0.48
C -1.708 2.131 0.917 0.03
O -1.601 4.456 0.317 0.11
C 3.142 2.423 2.710 -0.07
C 2.737 0.903 2.727 -0.20
C 1.491 0.546 1.809 -0.43
S 1.697 -1.145 1.113 0.88
C 1.419 -1.062 -0.704 -0.95
S 0.086 -0.402 -1.383 0.83
N 2.482 -1.669 -1.489 -0.18
C 2.794 -3.006 -1.354 -0.09
C 3.926 -3.289 -2.238 -0.09
N 4.200 -2.049 -2.854 0.02
C 3.363 -1.097 -2.418 -0.16
H 2.279 -3.650 2.551 0.02
H 1.914 -5.371 2.944 0.07
H 3.148 -4.983 1.687 0.07
H 4.755 -5.253 3.432 0.10
H 3.442 -5.272 4.684 0.10
H 3.464 -2.561 4.156 0.10
H 4.687 -3.297 5.325 0.11
H 5.264 -3.071 2.216 0.11
H 6.427 -3.507 3.513 0.11
H 7.068 -1.288 3.941 0.11
H 5.285 -0.785 4.080 0.10
H 4.997 -0.996 1.616 0.08
H 6.777 -1.073 1.336 0.12
H 7.177 1.157 2.187 0.10
H 5.774 1.194 3.293 0.13
H 4.045 0.251 -0.008 0.06
H 4.566 1.742 -0.936 0.09
H 5.824 0.516 -0.552 0.11
H 4.527 4.168 -0.113 0.12
H 3.458 4.830 1.159 0.15
H 2.500 2.228 -0.377 0.09
H 2.687 3.732 -1.321 0.13
H 1.075 5.036 -0.060 0.14
H 0.847 3.769 1.215 0.11
H -1.052 1.908 1.805 0.07
H -2.697 2.448 1.348 0.10
H -1.831 1.243 0.247 0.06
H 2.212 3.050 2.643 0.12
H 3.565 2.648 3.732 0.14
H 2.409 0.674 3.782 0.12
H 3.561 0.186 2.490 0.06
H 1.267 1.329 1.044 0.06
H 0.591 0.495 2.487 0.05
H 2.331 -3.789 -0.715 0.12
H 4.470 -4.240 -2.391 0.10
H 3.348 -0.026 -2.693 0.13
C -3.008 0.561 -7.682 -0.06
C -3.452 -0.427 -6.811 -0.06
C -3.129 -0.361 -5.463 0.00
C -2.366 0.702 -4.999 -0.14
C -1.913 1.690 -5.863 0.00
C -2.237 1.615 -7.209 -0.07
N -2.042 0.791 -3.573 -0.35
O -2.438 -0.103 -2.842 -0.01
O -1.399 1.752 -3.195 0.05
H -3.266 0.509 -8.734 0.11
H -4.052 -1.249 -7.183 0.11
H -3.479 -1.135 -4.792 0.12
H -1.313 2.517 -5.504 0.12
H -1.891 2.381 -7.893 0.10
C -4.253 2.435 7.252 -0.07
C -3.850 1.116 7.083 -0.06
C -2.717 0.826 6.337 0.00
C -1.994 1.867 5.769 -0.15
C -2.393 3.188 5.926 0.00
C -3.529 3.469 6.671 -0.06
N -0.784 1.566 5.001 -0.34
O -0.473 0.396 4.865 0.07
O -0.152 2.504 4.540 0.06
H -5.136 2.659 7.841 0.11
H -4.419 0.313 7.536 0.11
H -2.411 -0.205 6.211 0.12
H -1.833 4.000 5.480 0.12
H -3.848 4.496 6.803 0.11
C -3.228 -1.956 0.633 -0.06
C -4.316 -2.435 1.353 -0.06
C -4.112 -3.138 2.533 0.01
C -2.815 -3.350 2.983 -0.15
C -1.722 -2.882 2.265 0.00
C -1.933 -2.183 1.086 -0.07
N -2.596 -4.070 4.242 -0.35
O -3.576 -4.484 4.837 0.07
O -1.447 -4.210 4.623 0.07
H -3.389 -1.402 -0.287 0.10
H -5.324 -2.257 0.996 0.07
H -4.965 -3.507 3.087 0.12
H -0.709 -3.050 2.611 0.11
H -1.089 -1.809 0.519 0.02
C 3.601 2.318 -7.028 -0.07
C 2.251 2.625 -6.917 -0.06
C 1.391 2.372 -7.976 0.00
C 1.894 1.808 -9.141 -0.14
C 3.243 1.505 -9.264 0.00
C 4.098 1.762 -8.201 -0.06
N 0.985 1.516 -10.257 -0.35
O -0.192 1.810 -10.128 0.06
O 1.458 0.992 -11.248 0.08
H 4.270 2.511 -6.197 0.11
H 1.867 3.059 -6.001 0.11
H 0.342 2.616 -7.877 0.09
H 3.639 1.069 -10.172 0.12
H 5.151 1.527 -8.285 0.11
C -9.094 1.897 -1.457 -0.06
C -9.891 0.851 -1.907 -0.06
C -9.614 -0.451 -1.516 0.00
C -8.539 -0.692 -0.671 -0.14
C -7.733 0.345 -0.222 0.00
C -8.014 1.644 -0.619 -0.06
N -8.258 -2.063 -0.236 -0.33
O -8.973 -2.951 -0.663 0.07
O -7.328 -2.237 0.533 0.05
H -9.317 2.914 -1.759 0.11
H -10.731 1.052 -2.560 0.11
H -10.240 -1.259 -1.872 0.12
H -6.891 0.159 0.433 0.12
H -7.394 2.462 -0.273 0.11
C 10.884 1.760 1.264 -0.06
C 12.222 1.452 1.049 -0.06
C 12.566 0.374 0.245 0.00
C 11.561 -0.384 -0.342 -0.15
C 10.222 -0.088 -0.127 0.00
C 9.886 0.990 0.681 -0.05
N 11.921 -1.509 -1.212 -0.35
O 13.105 -1.753 -1.364 0.07
O 11.015 -2.132 -1.736 0.07
H 10.617 2.606 1.888 0.11
H 12.997 2.054 1.507 0.11
H 13.610 0.141 0.084 0.12
H 9.437 -0.680 -0.579 0.12
H 8.845 1.233 0.854 0.08
C -13.175 -5.078 -0.478 -0.07
C -12.078 -4.336 -0.057 -0.06
C -12.255 -3.045 0.422 -0.01
C -13.534 -2.510 0.477 -0.15
C -14.636 -3.240 0.051 0.00
C -14.451 -4.530 -0.428 -0.07
N -13.726 -1.155 1.005 -0.35
O -12.735 -0.535 1.351 0.07
O -14.864 -0.727 1.070 0.08
H -13.035 -6.088 -0.846 0.11
H -11.085 -4.766 -0.098 0.11
H -11.393 -2.477 0.747 0.11
H -15.634 -2.823 0.088 0.12
H -15.304 -5.110 -0.761 0.11
```

Output
LUMO (eV): -1.223
SMILES: CCCCCCC[C@]1(C)OS(=O)(=O)O[C@]1(CCCOC(C)=O)CCCSC(=S)n1ccnc1.O=[N+]([O-])c1ccccc1.O=[N+]([O-])c1ccccc1.O=[N+]([O-])c1ccccc1.O=[N+]([O-])c1ccccc1.O=[N+]([O-])c1ccccc1.O=[N+]([O-])c1ccccc1.O=[N+]([O-])c1ccccc1
DFT total energy (eV): -154363.2648
Energy relative to the best compared isomer or geometry (same formula, charge and spin) (kJ/mol): 0.00
Net charge: 0
Max |F| (eV/A): 4.895
Frontier orbital gap (eV): 7.80



[3]
Here is C64H74CrGe2O5S4 as an isolated structure from OMol25. Energies are from ωB97M-V/def2-TZVPD.

```
150
Properties=species:S:1:pos:R:3:lowdin_spin:R:1
Cr 0.480 -0.183 0.491 3.06
C 0.597 1.524 -1.925 0.00
C -0.482 0.604 -2.431 0.00
O -0.411 -0.602 -1.666 0.01
C -1.464 -1.522 -1.973 0.00
C -2.642 -1.328 -1.051 0.00
O -2.144 -1.625 0.237 0.01
C -2.875 -1.134 1.335 0.00
C -2.817 0.391 1.416 0.00
O -1.612 0.841 0.805 0.01
C -1.409 2.251 0.968 0.00
C -0.500 2.713 -0.152 0.00
O 0.438 1.682 -0.506 0.00
H 0.556 2.493 -2.423 0.00
H 1.577 1.082 -2.071 0.00
H -0.311 0.386 -3.488 0.00
H -1.474 1.055 -2.319 0.00
H -1.060 -2.521 -1.826 0.00
H -1.757 -1.411 -3.019 0.00
H -3.453 -2.011 -1.323 0.00
H -3.015 -0.300 -1.111 0.00
H -2.402 -1.574 2.213 0.00
H -3.919 -1.456 1.306 0.00
H -2.857 0.703 2.463 0.00
H -3.657 0.852 0.890 0.00
H -0.965 2.445 1.941 0.00
H -2.367 2.773 0.893 0.00
H 0.056 3.592 0.166 0.00
H -1.091 2.953 -1.037 0.00
C 0.071 6.715 0.454 0.00
C 0.886 5.882 1.412 0.00
C 0.269 5.141 2.417 0.00
C 1.005 4.406 3.334 0.00
C 0.302 3.658 4.439 0.00
C 2.408 4.400 3.238 0.00
C 3.047 5.161 2.257 0.00
C 4.548 5.297 2.193 0.00
C 2.269 5.874 1.346 0.00
C 3.189 3.715 4.315 0.00
C 3.530 4.506 5.410 0.00
C 4.204 3.970 6.491 0.00
C 4.517 2.624 6.498 0.00
C 4.188 1.800 5.424 0.00
C 3.542 2.352 4.306 0.00
Ge 3.168 1.255 2.713 0.00
S 0.995 0.898 2.475 -0.06
S 4.218 -0.723 2.568 0.00
Ge 4.274 -0.153 0.390 0.00
S 2.407 -0.864 -0.573 -0.07
S 3.953 2.045 0.764 0.00
C 5.854 -0.678 -0.660 0.00
C 6.403 0.178 -1.634 0.00
C 7.537 -0.230 -2.330 0.00
C 8.111 -1.465 -2.098 0.00
C 7.550 -2.321 -1.171 0.00
C 6.423 -1.949 -0.447 0.00
C 5.883 -2.918 0.550 0.00
C 4.810 -3.762 0.251 0.00
C 4.183 -3.824 -1.120 0.00
C 4.347 -4.631 1.242 0.00
C 4.946 -4.699 2.490 0.00
C 4.473 -5.664 3.543 0.00
C 6.035 -3.874 2.748 0.00
C 6.518 -2.993 1.800 0.00
C 7.704 -2.117 2.105 0.00
C 5.784 1.473 -2.051 0.00
C 4.698 1.470 -2.931 0.00
C 4.112 0.195 -3.491 0.00
C 4.157 2.689 -3.339 0.00
C 4.685 3.897 -2.923 0.00
C 4.110 5.208 -3.392 0.00
C 5.782 3.877 -2.064 0.00
C 6.333 2.690 -1.613 0.00
C 7.484 2.703 -0.642 0.00
C 4.467 0.344 5.610 0.00
C 3.429 -0.522 5.965 0.00
C 1.996 -0.054 6.069 0.00
C 3.727 -1.856 6.240 0.00
C 5.026 -2.336 6.200 0.00
C 5.346 -3.753 6.598 0.00
C 6.041 -1.458 5.829 0.00
C 5.783 -0.132 5.521 0.00
C 6.900 0.773 5.073 0.00
H -0.936 6.312 0.333 0.00
H 0.546 6.772 -0.526 0.00
H -0.031 7.736 0.828 0.00
H -0.814 5.164 2.504 0.00
H -0.777 3.804 4.378 0.00
H 0.639 4.001 5.419 0.00
H 0.511 2.588 4.383 0.00
H 5.048 4.676 2.934 0.00
H 4.835 6.337 2.368 0.00
H 4.916 5.008 1.211 0.00
H 2.767 6.468 0.588 0.00
H 3.257 5.555 5.397 0.00
H 4.463 4.595 7.337 0.00
H 5.003 2.182 7.361 0.00
H 7.949 0.430 -3.085 0.00
H 8.990 -1.767 -2.655 0.00
H 7.983 -3.300 -1.000 0.00
H 4.466 -2.979 -1.744 0.00
H 3.095 -3.840 -1.044 0.00
H 4.499 -4.738 -1.631 0.00
H 3.508 -5.284 1.014 0.00
H 3.538 -6.136 3.251 0.00
H 4.327 -5.157 4.501 0.00
H 5.212 -6.452 3.702 0.00
H 6.518 -3.924 3.718 0.00
H 8.095 -2.335 3.096 0.00
H 7.426 -1.061 2.074 0.00
H 8.504 -2.268 1.377 0.00
H 4.662 -0.688 -3.172 0.00
H 4.126 0.224 -4.583 0.00
H 3.074 0.067 -3.175 0.00
H 3.317 2.684 -4.030 0.00
H 3.219 5.056 -4.000 0.00
H 4.838 5.759 -3.991 0.00
H 3.844 5.840 -2.544 0.00
H 6.210 4.818 -1.730 0.00
H 7.735 3.723 -0.353 0.00
H 8.373 2.239 -1.073 0.00
H 7.230 2.141 0.261 0.00
H 1.928 1.021 6.226 0.00
H 1.491 -0.554 6.896 0.00
H 1.444 -0.285 5.153 0.00
H 2.921 -2.525 6.529 0.00
H 4.458 -4.385 6.570 0.00
H 5.743 -3.782 7.615 0.00
H 6.105 -4.190 5.947 0.00
H 7.063 -1.819 5.781 0.00
H 7.823 0.210 4.936 0.00
H 7.091 1.564 5.802 0.00
H 6.647 1.261 4.128 0.00
C 0.669 -2.491 3.480 0.00
C 0.351 -2.837 2.067 0.01
O 0.346 -1.984 1.175 0.01
C 0.053 -4.228 1.689 0.00
C 0.063 -5.256 2.632 0.00
C -0.245 -6.551 2.249 0.00
C -0.564 -6.828 0.927 0.00
C -0.561 -5.812 -0.022 0.00
C -0.253 -4.520 0.359 0.00
H 0.631 -1.414 3.614 0.00
H 1.691 -2.822 3.698 0.00
H -0.014 -2.988 4.169 0.00
H 0.326 -5.055 3.661 0.00
H -0.232 -7.347 2.983 0.00
H -0.815 -7.840 0.634 0.00
H -0.792 -6.033 -1.056 0.00
H -0.231 -3.714 -0.359 0.00
```

Output
LUMO (alpha / beta) (eV): -3.101 / -2.933
DFT total energy (eV): -262603.7127
2S+1: 4
Net charge: +1
Max |F| (eV/A): 0.953
<S²>: 3.868
Frontier orbital gap (alpha / beta) (eV): 6.91 / 7.11